{
  "formula": "C23H15F3N4O6S6V",
  "method": "ωB97M-V/def2-TZVPD",
  "spin_multiplicity": 2,
  "gap_ev": [6.6, 6.6],
  "e_above_lowest_kj_mol": 45.51,
  "charge": -2,
  "symbols": ["V", "N", "C", "S", "N", "N", "C", "C", "C", "C", "C", "C", "N", "H", "H", "H", "H", "H", "H", "H", "O", "S", "O", "O", "C", "C", "C", "C", "C", "C", "S", "O", "O", "O", "H", "H", "H", "H", "S", "C", "S", "S", "F", "C", "F", "F", "C", "C", "C", "C", "C", "C", "C", "C", "H", "H", "H", "H"],
  "xyz": [[0.4618, 1.3067, -0.3622], [1.1078, -0.3698, 3.7780], [0.8201, 0.4229, 2.6930], [-0.4848, 0.0194, 1.6704], [1.5601, 1.4981, 2.5514], [1.1826, 2.2108, 1.4450], [1.3671, 3.4731, 1.4692], [1.0471, 4.2368, 0.2721], [1.1158, 5.6211, 0.2392], [0.7623, 6.2759, -0.9282], [0.3423, 5.5300, -2.0142], [0.3028, 4.1463, -1.9034], [0.6682, 3.5179, -0.7941], [0.8387, -1.3324, 3.6488], [2.0430, -0.2401, 4.1326], [1.7573, 3.9583, 2.3589], [1.4333, 6.1632, 1.1203], [0.8031, 7.3568, -0.9844], [0.0363, 5.9996, -2.9380], [-0.0339, 3.5158, -2.7143], [-2.3501, -0.5689, -3.1092], [-1.9840, -0.7625, -1.7303], [-1.7097, -2.1335, -1.3527], [-0.9853, 0.1902, -1.2440], [-3.4057, -0.2676, -0.7417], [-4.2777, -1.2915, -0.3941], [-5.4009, -1.0450, 0.3779], [-5.6539, 0.2412, 0.8216], [-4.7875, 1.2701, 0.4856], [-3.6590, 1.0401, -0.2967], [-2.6668, 2.5278, -0.6508], [-3.4248, 3.6143, -0.0616], [-2.5069, 2.5924, -2.0824], [-1.3896, 2.3473, 0.0863], [-4.0374, -2.2925, -0.7260], [-6.0637, -1.8620, 0.6393], [-6.5217, 0.4519, 1.4361], [-4.9666, 2.2802, 0.8236], [3.9197, 2.0032, -3.5251], [2.7417, 1.6660, -2.4051], [1.1326, 1.1542, -2.7039], [2.9320, 1.7595, -0.7114], [3.0645, -7.8371, -0.5974], [2.7354, -7.2100, 0.5601], [3.7176, -7.5211, 1.4334], [1.6231, -7.8417, 1.0012], [2.5369, -5.7430, 0.3992], [1.3920, -5.2716, -0.2433], [1.1960, -3.9179, -0.4193], [2.1502, -2.9921, 0.0456], [3.2979, -3.4825, 0.6825], [3.4889, -4.8416, 0.8585], [1.9054, -1.6060, -0.1140], [1.4636, -0.4736, -0.1790], [0.6458, -5.9732, -0.5968], [0.3022, -3.5338, -0.8979], [4.0364, -2.7750, 1.0359], [4.3788, -5.2047, 1.3555]],
  "atomic_forces_ev_per_a": [[0.08, -0.15, 0.39], [0.00, -0.12, 0.01], [-0.04, 0.20, -0.22], [-0.12, -0.10, 0.01], [-0.01, 0.10, 0.03], [0.05, 0.05, 0.02], [0.01, 0.07, -0.02], [0.00, 0.00, 0.02], [0.01, 0.00, 0.02], [-0.01, 0.02, -0.03], [0.01, -0.01, 0.04], [-0.01, 0.03, -0.04], [-0.02, -0.14, 0.06], [-0.01, 0.04, 0.00], [0.02, 0.04, 0.02], [0.00, -0.02, 0.00], [0.00, -0.01, 0.00], [0.00, 0.00, 0.00], [0.00, -0.01, -0.01], [-0.01, 0.01, 0.01], [0.07, 0.04, 0.01], [-0.60, -0.13, 0.06], [0.08, 0.10, 0.04], [0.39, 0.00, -0.28], [0.03, 0.13, 0.04], [0.02, 0.03, -0.01], [-0.01, -0.06, -0.01], [-0.02, 0.04, 0.02], [0.04, -0.03, -0.04], [0.02, -0.02, -0.02], [-0.01, -0.15, 0.05], [0.01, -0.03, 0.02], [0.07, -0.02, -0.05], [-0.02, 0.03, 0.03], [0.00, -0.01, 0.00], [-0.01, 0.01, 0.01], [0.00, -0.01, 0.00], [-0.01, 0.00, 0.01], [0.03, 0.02, -0.05], [-0.09, -0.06, 0.03], [0.03, -0.01, -0.09], [0.05, 0.15, 0.06], [0.01, 0.00, -0.08], [-0.03, 0.03, 0.00], [0.05, 0.01, 0.06], [-0.07, -0.03, 0.02], [0.03, 0.02, 0.02], [0.00, -0.03, -0.01], [0.01, 0.04, 0.00], [-0.01, -0.07, -0.03], [0.00, 0.01, -0.02], [0.00, -0.02, -0.01], [-0.06, 0.09, 0.05], [0.01, -0.09, -0.18], [0.00, 0.00, 0.00], [0.00, -0.01, 0.02], [0.01, -0.01, 0.01], [0.01, 0.01, 0.01]]
}


{
  "formula": "C23H16BeN5O6S",
  "method": "ωB97M-V/def2-TZVPD",
  "gap_ev": 7.0,
  "e_above_lowest_kj_mol": 0.00,
  "charge": -1,
  "symbols": ["Be", "O", "C", "C", "C", "C", "C", "C", "C", "O", "N", "N", "C", "C", "C", "C", "C", "C", "C", "O", "H", "H", "H", "H", "H", "H", "H", "H", "H", "H", "O", "S", "O", "O", "C", "N", "C", "C", "C", "N", "C", "C", "C", "N", "C", "C", "H", "H", "H", "H", "H", "H"],
  "xyz": [[0.7012, -0.0339, -1.7255], [-1.3940, -3.5156, -2.5677], [-2.5109, -2.8517, -2.9258], [-3.6284, -3.6177, -3.2558], [-4.8097, -3.0059, -3.6206], [-4.9045, -1.6155, -3.6678], [-3.7977, -0.8552, -3.3519], [-2.5902, -1.4520, -2.9801], [-1.4210, -0.6100, -2.6591], [-0.3376, -1.2025, -2.1851], [-1.4503, 0.6725, -2.9041], [-0.1927, 1.1469, -2.5366], [0.2966, 2.2039, -3.0528], [1.7006, 2.5100, -2.8604], [2.1998, 3.7630, -3.2424], [3.5433, 4.0510, -3.1798], [4.4244, 3.0504, -2.7481], [3.9666, 1.8051, -2.3835], [2.5935, 1.4935, -2.4109], [2.1985, 0.2982, -2.0404], [-0.7296, -2.8491, -2.3045], [-3.5413, -4.6962, -3.2068], [-5.6700, -3.6168, -3.8665], [-5.8350, -1.1381, -3.9463], [-3.8350, 0.2254, -3.3842], [-0.3229, 2.8235, -3.6988], [1.4973, 4.5111, -3.5979], [3.9137, 5.0251, -3.4700], [5.4872, 3.2589, -2.7011], [4.6477, 1.0301, -2.0533], [-0.0385, -3.6773, 5.8944], [0.0943, -2.7670, 7.0114], [1.3223, -2.8981, 7.7712], [-1.1059, -2.5797, 7.8018], [0.3094, -1.1361, 6.2267], [0.4412, -0.0821, 7.0447], [0.6141, 1.0926, 6.4641], [0.6527, 1.2588, 5.0868], [0.4938, 0.1123, 4.3319], [0.3275, -1.0772, 4.8999], [0.5049, 0.1121, 2.8397], [0.5562, 1.2817, 2.0895], [0.5741, 1.2033, 0.7140], [0.5400, 0.0407, 0.0597], [0.4777, -1.0917, 0.7761], [0.4605, -1.0995, 2.1541], [0.7307, 1.9468, 7.1252], [0.8058, 2.2355, 4.6501], [0.5786, 2.2552, 2.5587], [0.6223, 2.0967, 0.1005], [0.4313, -2.0135, 0.2090], [0.4076, -2.0218, 2.7184]],
  "atomic_forces_ev_per_a": [[-0.01, 0.25, 0.31], [-0.19, -0.17, -0.03], [0.12, -0.04, 0.08], [-0.09, -0.05, -0.03], [0.02, 0.00, 0.00], [0.00, 0.00, -0.01], [0.01, 0.01, -0.01], [0.07, 0.05, 0.08], [0.14, -0.15, -0.20], [-0.12, 0.06, -0.04], [0.17, 0.03, 0.20], [-0.20, -0.17, -0.04], [0.08, 0.17, -0.02], [0.01, -0.05, -0.01], [-0.05, -0.01, -0.02], [0.06, -0.06, 0.02], [-0.05, 0.08, -0.02], [0.05, 0.00, 0.01], [-0.15, -0.02, 0.03], [0.12, -0.04, -0.15], [0.06, 0.12, -0.06], [0.01, 0.05, 0.00], [0.01, 0.01, 0.00], [0.02, -0.01, 0.00], [-0.01, -0.01, 0.00], [-0.01, 0.04, 0.00], [0.03, -0.03, 0.01], [0.00, -0.02, 0.01], [-0.02, -0.01, 0.00], [-0.03, 0.02, -0.01], [-0.01, -0.07, -0.01], [0.04, 0.05, -0.04], [0.06, -0.04, 0.04], [-0.07, -0.01, 0.04], [-0.03, 0.11, -0.02], [0.02, -0.03, -0.13], [0.00, -0.07, 0.09], [0.02, 0.13, -0.01], [0.00, -0.04, -0.10], [-0.01, -0.03, 0.09], [0.01, -0.02, 0.06], [0.00, 0.06, 0.03], [0.06, 0.02, -0.12], [-0.07, -0.21, -0.07], [-0.04, 0.12, -0.04], [0.00, -0.02, 0.09], [-0.01, -0.01, -0.01], [0.00, -0.01, 0.03], [0.00, -0.02, -0.02], [0.00, -0.05, 0.01], [0.00, 0.05, 0.01], [0.00, 0.02, -0.03]]
}